[1]
{"formula": "C2H5BrSi", "method": "ωB97M-V/def2-TZVPD", "homo_energy_ev": -10.3898, "gap_ev": 10.81, "smiles": "C#C[SiH3].Br", "largest_force_ev_per_a": 2.851, "total_energy_ha": -2942.59518, "elements": ["C", "C", "Si", "Br", "H", "H", "H", "H", "H"], "coordinates": [[-0.60696, 0.65499, 0.08662], [0.48885, 1.14478, 0.14870], [-1.74120, -0.78745, -0.08952], [4.50803, -0.10747, -0.07032], [3.64132, -1.20177, 0.52416], [1.27291, 1.61199, 0.58030], [-2.57584, -0.47519, 1.07054], [-1.04899, -1.95302, 0.22040], [-2.21924, -0.56658, -1.44421]], "atomic_forces_ev_per_a": [[0.1, -1.2, -0.6], [-1.7, -0.4, 0.1], [-0.2, 2.8, 0.4], [-1.2, -1.5, 0.8], [1.2, 1.5, -0.8], [2.4, 1.3, 0.5], [-0.9, -0.3, -0.1], [0.9, -1.7, 0.0], [-0.6, -0.5, -0.3]], "mulliken_charge": [-0.44, -0.11, 0.42, -0.22, 0.21, 0.40, -0.08, -0.11, -0.07]}



[2]
{"formula": "C17H24N4O", "method": "ωB97M-V/def2-TZVPD", "homo_energy_ev": -7.5667, "gap_ev": 8.33, "smiles": "c1cc2[nH]ncc2cc1N1CCNC[C@H]1CC1CCOCC1", "largest_force_ev_per_a": 4.741, "total_energy_ha": -956.33676, "elements": ["N", "O", "C", "C", "C", "C", "C", "C", "C", "N", "N", "N", "C", "C", "C", "C", "C", "C", "C", "C", "C", "C", "H", "H", "H", "H", "H", "H", "H", "H", "H", "H", "H", "H", "H", "H", "H", "H", "H", "H", "H", "H", "H", "H", "H", "H"], "coordinates": [[2.55084, 5.93432, 2.74499], [0.73420, -0.95488, -4.44436], [2.24458, 5.15275, 1.77552], [1.75054, 2.77526, 4.40278], [1.09766, 1.67601, 3.84799], [1.31052, 2.67474, 1.66176], [1.92612, 3.83306, 2.26026], [2.06984, 3.83654, 3.57918], [0.85698, 1.68293, 2.48750], [2.56140, 5.15527, 3.83905], [-0.62210, -2.10487, 1.92909], [0.20398, 0.63391, 1.89481], [-0.67916, -1.01501, -4.10983], [1.58722, -1.50772, -3.47940], [-1.07406, -1.12040, 3.05744], [-1.12464, 0.29635, 2.50147], [-0.98880, -0.47233, -2.77610], [1.45890, -0.71307, -2.22879], [-0.04122, -0.86383, -1.66253], [0.73699, -1.67257, 1.29995], [-0.25156, 0.00500, -0.41775], [0.70773, -0.17502, 0.77031], [2.43163, 5.49008, 0.72107], [1.97293, 2.88626, 5.52894], [0.76942, 0.86222, 4.51671], [1.27002, 2.68801, 0.58616], [2.64192, 5.49591, 4.83926], [-1.32834, -2.12815, 1.22662], [-1.14789, -0.38495, -4.94126], [-1.08767, -2.09738, -4.08461], [1.47035, -2.60552, -3.29784], [2.63035, -1.44850, -3.72752], [-2.03716, -1.45997, 3.41208], [-0.36401, -1.18555, 3.90372], [-1.21991, 0.91354, 3.41108], [-1.94600, 0.41395, 1.75420], [-2.00938, -0.83586, -2.54001], [-0.97711, 0.68821, -2.86365], [2.04381, -1.11062, -1.42841], [1.74346, 0.26005, -2.36484], [-0.18504, -1.94591, -1.34217], [1.51830, -1.70385, 2.07408], [0.87352, -2.38294, 0.52562], [-0.24329, 1.06645, -0.72862], [-1.28015, -0.29181, -0.16461], [1.78643, 0.10201, 0.39282]], "atomic_forces_ev_per_a": [[0.9, 0.3, 1.3], [-0.7, -0.5, -0.5], [0.3, -0.6, -2.5], [-0.2, -0.5, 2.6], [0.8, 1.3, 2.3], [1.5, 2.4, 0.6], [-1.5, -1.8, -4.0], [1.5, 2.9, 2.1], [0.6, -0.1, -2.0], [-0.7, -1.2, 3.4], [2.1, 1.6, 2.0], [-1.6, -1.5, 0.0], [0.5, -1.2, -1.8], [0.2, -0.7, 0.8], [0.9, -1.3, -2.2], [1.3, -0.6, 0.2], [-1.0, 2.4, 0.9], [-3.0, -3.0, 2.0], [2.2, -0.2, -0.2], [-2.3, 1.4, 1.2], [-0.4, -0.3, -0.8], [0.3, -0.8, -0.2], [-0.7, -0.4, 1.2], [-0.5, -0.5, -1.9], [0.3, 0.4, -0.7], [-0.6, -0.5, -0.2], [-0.1, 0.0, -2.3], [-0.5, 0.1, -0.6], [0.4, -1.2, 1.2], [0.9, 1.3, -0.7], [-0.6, 0.6, -0.1], [0.4, 0.3, -1.2], [-0.3, -0.1, 0.0], [-0.2, -0.1, -0.6], [-0.4, 0.4, -0.9], [0.4, 0.1, 0.7], [0.2, 0.6, 0.0], [-0.2, -1.8, 0.4], [0.9, -0.4, 0.4], [0.4, 2.7, -0.5], [0.2, 1.0, -0.7], [-0.3, -0.4, -0.2], [0.6, -0.6, -0.7], [-0.1, -0.4, 0.3], [0.1, 0.6, 0.6], [-2.0, -0.1, 1.3]], "mulliken_charge": [-0.79, -0.38, -0.39, -1.43, 0.30, -0.11, 0.59, -0.07, 0.05, 0.20, -0.47, 0.37, -0.57, -0.73, -0.68, -0.79, -0.56, -0.81, 0.56, -1.45, -0.98, 0.21, 0.37, 0.20, 0.35, 0.35, 0.24, 0.33, 0.29, 0.32, 0.32, 0.42, 0.42, 0.23, 0.54, 0.30, 0.32, 0.28, 0.41, 0.38, 0.10, 0.40, 0.51, 0.18, 0.24, 0.42]}



[3]
{"formula": "C23H28O19", "method": "ωB97M-V/def2-TZVPD", "homo_energy_ev": -8.8262, "gap_ev": 8.81, "smiles": "O=C(O)OCOc1ccccc1.O=C1OCCO1.O=C1OCCO1.O=C1OCCO1.O=C1OCCO1.O=C1OCCO1", "largest_force_ev_per_a": 5.057, "total_energy_ha": -2322.64587, "elements": ["O", "C", "O", "O", "C", "O", "C", "C", "C", "C", "C", "C", "H", "H", "H", "H", "H", "H", "H", "H", "C", "C", "O", "C", "O", "O", "H", "H", "H", "H", "C", "C", "O", "C", "O", "O", "H", "H", "H", "H", "C", "C", "O", "C", "O", "O", "H", "H", "H", "H", "C", "C", "O", "C", "O", "O", "H", "H", "H", "H", "C", "C", "O", "C", "O", "O", "H", "H", "H", "H"], "coordinates": [[7.32909, 3.10696, 0.31626], [7.02941, 3.95765, -0.57628], [8.12776, 4.42347, -1.36527], [5.70613, 4.43838, -0.78738], [5.24001, 5.00898, 0.47019], [3.92138, 5.57484, 0.40774], [2.93632, 4.61322, 0.02095], [2.91511, 3.14265, 0.54040], [1.82799, 2.14705, 0.07644], [0.67832, 2.52313, -0.93102], [0.67982, 4.00336, -1.43809], [1.77076, 4.99972, -0.96140], [8.87963, 3.79577, -1.20146], [5.28357, 4.22251, 1.29852], [5.97097, 5.86017, 0.73867], [3.72373, 2.82471, 1.27319], [1.86469, 1.07334, 0.48384], [-0.09104, 1.74302, -1.25067], [-0.16718, 4.32070, -2.15219], [1.69004, 6.07132, -1.36780], [2.54479, 7.75866, -3.64917], [3.04947, 7.75314, -5.05970], [1.99245, 7.12913, -5.77487], [0.85579, 7.30446, -5.04498], [-0.24561, 7.04800, -5.43750], [1.13468, 7.80980, -3.81105], [2.90164, 8.62011, -3.08234], [2.80545, 6.84440, -3.10811], [3.19756, 8.76232, -5.45544], [3.97794, 7.19046, -5.16838], [2.46822, -2.73831, 2.37650], [3.15365, -1.76639, 1.46487], [2.16892, -1.50625, 0.47318], [0.95750, -1.77732, 1.03234], [-0.09458, -1.50762, 0.52843], [1.09608, -2.39374, 2.23894], [2.79201, -2.63718, 3.41356], [2.60513, -3.77685, 2.06132], [3.40641, -0.82772, 1.96689], [4.05679, -2.18208, 1.01576], [-1.21451, -2.56037, 4.59281], [-2.24513, -3.53218, 4.10820], [-2.05929, -4.65143, 4.96462], [-1.47623, -4.18959, 6.10591], [-1.33245, -4.83945, 7.10221], [-1.07872, -2.89421, 5.96832], [-1.53173, -1.52307, 4.47462], [-0.24878, -2.69418, 4.10032], [-3.26519, -3.15699, 4.23267], [-2.09597, -3.81173, 3.06522], [-2.41802, -6.82900, -0.39346], [-1.75612, -6.40788, 0.88322], [-2.46676, -5.22980, 1.23911], [-3.68653, -5.30215, 0.63944], [-4.59516, -4.55399, 0.86430], [-3.74139, -6.33287, -0.24643], [-2.42151, -7.91209, -0.52419], [-1.96284, -6.36632, -1.27394], [-1.87513, -7.14714, 1.68070], [-0.69379, -6.19631, 0.75209], [-7.93997, -3.07823, -0.93788], [-7.05539, -4.21557, -1.34761], [-7.73181, -4.75905, -2.47347], [-8.50848, -3.76782, -2.99081], [-9.08213, -3.83654, -4.04020], [-8.54784, -2.68800, -2.16189], [-7.37948, -2.25047, -0.50101], [-8.72174, -3.38669, -0.23750], [-6.06164, -3.88155, -1.65908], [-6.94706, -4.96328, -0.56120]], "atomic_forces_ev_per_a": [[-1.9, 3.3, -3.2], [2.3, -2.9, 2.5], [-2.9, -0.6, 0.7], [3.0, 0.0, 0.2], [0.5, 0.7, 2.1], [0.1, -2.2, -1.5], [-3.7, -3.2, -1.4], [-2.2, 1.4, -2.1], [-0.4, 2.7, -1.3], [3.5, 3.1, 1.6], [2.2, -1.8, 2.4], [0.2, -2.2, 0.8], [-1.2, 0.6, 0.2], [0.0, 0.9, -1.4], [-1.5, -1.1, -0.4], [-1.3, 0.3, -1.2], [0.0, 1.9, -0.7], [1.3, 1.4, 0.5], [1.7, -0.3, 1.3], [0.3, -1.8, 0.9], [0.5, 0.1, 0.8], [0.8, 0.2, -0.3], [-0.5, 0.0, 0.4], [-1.1, -0.3, -0.5], [0.9, 0.2, 0.4], [-0.1, -0.2, -0.5], [-0.2, -0.1, 0.0], [0.0, 0.0, -0.1], [0.0, -0.1, 0.0], [-0.2, 0.0, -0.1], [0.4, -0.5, 0.6], [0.9, 0.2, 0.0], [-0.6, -0.2, 0.3], [-1.0, 0.3, -0.6], [0.9, -0.2, 0.5], [0.0, 0.3, -0.5], [-0.2, 0.0, -0.1], [0.0, 0.1, 0.0], [0.0, -0.1, 0.0], [-0.2, 0.1, -0.1], [0.3, 0.7, -0.4], [-0.5, 0.1, -0.8], [0.4, 0.1, 0.5], [0.1, -0.6, 0.9], [-0.1, 0.5, -0.8], [-0.2, -0.6, 0.2], [0.1, -0.1, 0.2], [-0.1, 0.0, 0.1], [0.1, 0.0, 0.0], [-0.1, -0.1, 0.2], [0.3, -0.6, -0.6], [0.8, -0.4, 0.4], [-0.5, 0.0, -0.4], [-0.8, 0.6, 0.1], [0.7, -0.6, -0.2], [0.0, 0.5, 0.5], [-0.2, 0.1, 0.0], [0.0, 0.0, 0.1], [0.0, 0.1, 0.0], [-0.2, 0.2, 0.1], [0.0, 0.4, 0.7], [0.7, -0.4, 0.5], [-0.5, 0.4, -0.2], [-0.5, -0.1, -1.0], [0.5, 0.1, 0.9], [0.0, -0.4, -0.4], [-0.1, 0.0, -0.2], [0.0, 0.0, -0.1], [-0.1, 0.0, 0.0], [0.0, 0.0, -0.2]], "mulliken_charge": [-0.54, 0.66, -0.43, -0.19, -0.45, -0.41, 0.53, -0.24, -0.03, -0.45, -0.48, -0.33, 0.36, 0.35, 0.35, 0.13, -0.05, 0.38, 0.33, 0.44, -0.17, -0.35, -0.32, 0.65, -0.53, -0.30, 0.32, 0.15, 0.25, 0.31, -0.40, -0.30, -0.35, 0.64, -0.53, -0.23, 0.35, 0.25, 0.22, 0.34, 0.10, -0.01, -0.31, 0.62, -0.55, -0.35, 0.34, 0.01, 0.21, 0.06, -0.36, -0.37, -0.25, 0.58, -0.50, -0.31, 0.31, 0.26, 0.28, 0.31, -0.31, -0.02, -0.33, 0.59, -0.53, -0.32, 0.27, 0.27, 0.15, 0.22]}



[4]
{"formula": "C6H10O", "method": "ωB97M-V/def2-TZVPD", "homo_energy_ev": -9.5550, "gap_ev": 10.61, "smiles": "C=C[C@H]1CC[C@@H]1O", "largest_force_ev_per_a": 0.816, "total_energy_ha": -309.78003, "elements": ["O", "C", "C", "C", "C", "C", "C", "H", "H", "H", "H", "H", "H", "H", "H", "H", "H"], "coordinates": [[-1.55961, -1.49480, 1.28607], [-1.33901, -0.27410, 0.58485], [-0.37683, 0.64172, 1.33483], [0.76936, -0.22408, 0.77404], [1.29294, 0.85026, -1.79513], [0.07940, 0.33051, -1.63152], [-0.20504, -0.55518, -0.44655], [-0.74760, -2.01591, 1.20276], [-2.33154, 0.09201, 0.30696], [-0.51214, 0.75439, 2.41263], [-0.35216, 1.62653, 0.84928], [0.99875, -1.07960, 1.41288], [1.71439, 0.31330, 0.64974], [1.57183, 1.47730, -2.62968], [2.06896, 0.63652, -1.06807], [-0.67570, 0.44730, -2.41455], [-0.39464, -1.56712, -0.85200]], "atomic_forces_ev_per_a": [[0.0, -0.1, 0.0], [-0.2, 0.2, -0.2], [-0.1, 0.0, 0.2], [0.1, 0.0, 0.2], [-0.1, 0.0, -0.1], [0.2, 0.1, 0.1], [0.0, 0.0, 0.0], [-0.4, 0.0, 0.2], [0.2, 0.0, -0.2], [0.1, -0.1, -0.1], [0.0, -0.2, 0.2], [-0.1, 0.0, -0.1], [-0.3, -0.3, -0.3], [-0.1, -0.1, -0.2], [0.0, 0.2, -0.3], [0.0, 0.1, 0.4], [0.7, 0.1, 0.4]], "mulliken_charge": [-0.53, -0.25, -0.22, -1.08, -0.71, -0.62, 0.33, 0.33, 0.41, 0.31, 0.27, 0.22, 0.37, 0.30, 0.18, 0.34, 0.36]}